# C19H22ClN3O2

An isolated molecule of C19H22ClN3O2 (the ωB97M-V functional and the def2-TZVPD basis, OMol25).

The geometry in XYZ format:
```
47
Properties=species:S:1:pos:R:3:mulliken_charge:R:1
H -1.95039 -1.14889 -1.67144 0.530
H 0.84341 -1.39112 -3.04538 0.473
C -3.02726 0.28088 -0.49380 -0.317
C 4.37523 0.08778 0.40922 0.468
C 0.60026 -2.95623 -1.60253 -0.357
O 1.39458 2.77736 0.73899 -0.741
C -3.02546 1.33715 -1.56212 -1.355
H -1.89086 -2.85347 0.08965 0.537
C -3.58346 -0.44462 1.73907 -0.639
O 4.60559 -1.10216 0.47978 -0.657
C -2.37369 -1.90722 0.27862 -0.715
C 1.42479 -0.75971 -1.09260 1.066
H -4.11526 1.45898 0.92611 0.344
C -1.11924 2.68100 -0.51176 -0.864
C -1.64140 1.97099 -1.76078 -0.266
H -3.33778 0.89169 -2.50964 0.395
Cl 1.83837 0.80661 -1.70519 -0.145
H 6.17681 0.64387 -0.33945 0.250
C 0.74347 -3.30649 -0.27080 -0.991
N -0.59402 1.74934 0.46162 0.313
C 1.22633 -2.38097 0.63317 -0.225
C 0.63824 1.85119 0.98208 0.380
H -1.17081 0.95099 0.67745 -0.154
H 0.17092 0.10739 2.18449 0.377
N 5.24543 0.97948 -0.16492 -0.396
H -1.91950 3.27597 -0.05587 0.294
H 5.13404 1.96539 -0.00562 0.186
H 2.52083 -0.81978 2.11272 0.748
N 3.23294 0.66038 0.88185 -0.169
C -2.40845 -0.94565 -0.71470 0.448
H -3.74246 2.11979 -1.30533 0.365
H 1.35218 -2.66405 1.66783 0.421
C -3.62057 0.51572 0.74235 0.103
H 0.23397 -3.67200 -2.32286 0.410
C 1.03090 0.72597 1.92634 -1.027
H -1.70931 2.70114 -2.56890 0.374
C -2.95531 -1.65707 1.51059 -0.605
H -0.92164 1.20720 -2.05728 0.099
C 2.13390 -0.16484 1.31873 -0.652
H -2.92633 -2.40775 2.28607 0.412
C 0.93911 -1.68123 -2.01016 -0.973
H 1.43062 1.18555 2.83225 0.526
H 0.49453 -4.30355 0.06041 0.440
H -0.29419 3.34937 -0.76971 0.456
H -4.04808 -0.24620 2.69373 0.400
C 1.58142 -1.09103 0.24891 0.019
H 3.00752 1.62286 0.65879 0.412
```

For the energy above the lowest of the compared OMol25 structures with the same formula, charge and spin, the calculation gives 15.9 kJ/mol. The SMILES is NC(=O)N[C@@H](CC(=O)NCCCc1ccccc1)c1ccccc1Cl. The value obtained for the energy is -1512.24296 hartree. The value obtained for the HOMO-LUMO gap is 9.73 eV. Its HOMO energy is -9.015 eV.

# C38H48ClN6O6P2Zn

A structure of composition C38H48ClN6O6P2Zn (the ωB97M-V functional and the def2-TZVPD basis, OMol25).

The geometry in XYZ format:
```
102
Properties=species:S:1:pos:R:3:mulliken_charge:R:1
C 2.93310 -4.63745 3.64761 -1.244
C -0.28710 1.15652 2.77993 -0.077
C 0.35676 -4.24169 0.36202 0.733
O 2.56974 -2.55681 -1.66066 -0.308
N -0.76096 0.62419 1.66187 -0.277
H -0.19678 -3.66173 -0.37639 0.150
C 1.86057 3.79403 -2.15726 -0.334
C 1.91394 1.56335 -1.00004 -0.182
H 3.97000 -0.95783 0.21982 0.161
H 1.23696 -6.19595 0.51269 0.268
H 0.11041 -4.84455 2.41673 0.351
H 2.29674 2.11908 -0.14195 0.700
H 2.52660 0.66527 -1.12920 -0.275
C 5.37094 0.34632 2.72002 0.411
H 2.19860 2.15447 -5.62426 0.489
C -2.20129 -0.63190 -1.80530 0.157
C 3.51072 -3.25471 3.85022 0.898
H -0.74823 2.38018 -5.83561 0.507
H 5.52724 2.44449 2.30350 0.501
C -1.84522 -0.98462 3.00359 0.112
C 3.44609 -1.72592 0.78934 0.237
H 0.36003 2.01782 2.68642 0.398
H 4.45623 -3.17031 3.30677 0.240
H -1.39190 -4.37364 1.60239 0.057
O 1.69961 -3.66060 0.49038 0.281
H 4.21670 -1.95428 5.42129 0.330
C -5.81813 -3.09850 -1.76535 -0.550
O 1.93426 -0.03347 2.34012 -0.284
H -2.49990 -1.10554 -4.54689 0.434
P 2.99114 -1.04576 2.42049 -0.272
H 2.19593 0.75375 -3.58641 0.486
P 2.03941 -2.28322 -0.20373 -0.967
C 4.00935 -4.57446 -1.40957 -1.104
C -3.12490 -1.91119 0.42744 -0.597
N -1.67327 -0.34877 -0.61337 -0.019
C 4.95225 -2.35343 -2.15126 -1.219
Cl 1.94210 4.96216 -5.97878 -0.212
C 1.85589 4.58471 -3.29736 -0.873
H 1.77313 5.66221 -3.22382 0.439
H 3.65153 -5.38064 3.99484 0.506
H 2.01150 -4.74790 4.22424 0.308
C 3.73981 -2.92699 5.31196 -1.578
H -2.45854 -1.87142 3.10604 0.414
C 0.50920 -5.67164 -0.11176 -1.623
C -0.63524 2.02479 -3.70570 -0.565
H 5.92974 0.46959 3.64479 0.370
H 5.84665 -0.16698 0.66584 0.210
C -3.67018 -2.24717 -0.80641 0.493
N -0.99420 1.24769 -2.69294 -0.101
C -2.00395 -0.17676 -4.28615 -0.210
H 5.38482 -2.26000 -1.15152 0.220
C 2.09680 2.61037 -4.64695 -0.932
H 4.67959 -1.36234 -2.51838 0.249
C -3.20655 -1.57968 -1.93332 -1.078
H -5.69514 -6.27495 0.31199 0.383
H 2.78202 -2.90906 5.83783 0.325
H 3.97499 1.96530 3.01756 0.290
H -3.63298 -1.80075 -2.90219 0.483
C -1.71149 0.15714 -2.97143 0.521
H 0.83750 -5.71860 -1.15125 0.396
C -1.55685 -0.44299 1.75939 0.302
C -4.68913 -4.42887 -0.14302 -0.323
H -3.85528 -4.62094 0.52300 0.375
N -1.65882 0.60720 -5.30423 -0.645
O 4.35209 -0.62462 3.08450 -0.277
C -0.32970 -4.13905 1.70962 -0.407
C -1.00064 1.71954 -5.01351 -0.506
C -5.71173 -5.35695 -0.26697 -0.491
H 4.37687 -3.68733 5.76719 0.418
H -0.04190 2.89938 -3.47157 0.970
C 2.09997 1.83309 -3.49615 -0.317
C -4.73848 -3.26997 -0.90883 0.353
N -6.75312 -5.19418 -1.08116 -0.589
H 5.71646 -2.76487 -2.81197 0.507
C 4.75659 1.67360 2.31435 -1.059
H 7.21740 0.36481 1.63877 0.516
H 1.76600 4.26466 -1.18330 0.414
N -1.36987 -0.46027 4.12972 -0.634
H 6.56109 -1.25890 1.88058 0.321
H -0.44980 -6.18690 -0.03146 0.450
H 3.47259 -3.50132 -3.17734 0.439
C 6.29835 -0.22228 1.65953 -1.293
O 2.56440 -2.28896 3.29510 -0.173
H -5.91838 -2.20479 -2.36892 0.487
C -6.79578 -4.08113 -1.81151 -0.432
C 1.96412 2.40037 -2.22867 0.280
H -0.22101 -3.13157 2.11583 -0.107
H -0.23204 1.05785 4.93458 0.439
H 2.71712 -4.81745 2.59412 0.084
C -2.13149 -0.95126 0.48405 0.160
H 3.17708 -5.27040 -1.50822 0.182
H -7.65689 -3.96816 -2.46166 0.374
O 0.86744 -1.38547 -0.33993 0.240
H 4.11165 -2.57667 0.95163 0.504
C -0.60646 0.61990 4.01856 -0.528
H 4.90113 -5.04130 -1.83024 0.509
H -3.51009 -2.37118 1.32751 0.853
C 3.74429 -3.27544 -2.14935 0.425
H 4.32155 1.60848 1.31379 0.042
C 1.96452 3.98416 -4.54223 0.384
Zn 0.20711 0.70696 -0.34786 -0.062
H 4.18518 -4.39921 -0.34583 0.190
```

For the energy above the lowest of the compared OMol25 structures with the same formula, charge and spin, the calculation gives 67.4 kJ/mol. The value obtained for the energy is -5179.11171 hartree. The net charge is +1. The value obtained for the HOMO-LUMO gap is 6.81 eV. Its HOMO energy is -10.034 eV.

# C43H65CrNP2Se2

A structure of composition C43H65CrNP2Se2 (the ωB97M-V functional and the def2-TZVPD basis, OMol25).

The geometry in XYZ format:
```
114
Properties=species:S:1:pos:R:3:mulliken_charge:R:1
C -1.65651 -2.54962 -3.72030 -1.570
Se -0.89390 2.60994 -3.52598 -0.337
H -2.42338 -2.32286 2.27245 0.433
H 1.88115 8.06580 -0.79025 0.398
H -3.30546 -0.88552 0.30857 0.542
C 0.14788 6.93756 -0.22853 -0.879
H -1.95941 3.64158 1.21967 0.722
H 0.31201 -3.21993 3.28835 0.240
C 2.45279 -1.48281 1.87806 -0.611
C 1.80884 6.16496 -1.78255 -0.837
C 2.71261 -0.29346 -2.65128 1.505
C 3.79839 -3.12295 -0.26103 -1.601
C -0.57898 -3.29955 2.66105 -1.088
H 4.41593 -1.65037 -2.31548 0.261
H 2.77923 1.61223 -1.58402 0.047
H 4.59880 -3.67753 -0.75405 0.514
H 0.97694 -5.01316 -0.77468 0.363
C -0.56016 5.75520 -0.39193 -0.269
H -3.61537 -0.94994 -3.50540 0.569
H 3.35052 -3.22626 -2.98254 0.326
H -5.82297 3.14078 -1.81631 0.439
C -1.53417 -2.13064 2.88693 0.733
N 2.16079 -0.41125 1.13462 2.537
H 2.72529 6.32747 -2.33427 0.419
H 0.37687 1.28536 2.85795 0.080
H -3.90726 0.76959 0.24709 0.586
H -0.23590 7.70372 0.43196 0.430
H -1.56047 0.58892 5.10685 0.293
C -3.02202 0.15748 0.43992 -1.188
C 2.57023 1.23269 -2.58314 -1.919
Se 0.19711 1.95765 0.06582 -0.123
H -2.27613 0.41242 -0.31140 -0.585
H 4.81986 -0.02189 -2.82300 0.624
C 2.46329 -3.40476 -0.97777 1.607
C -0.10987 0.51627 3.46685 1.507
H 3.36364 -0.25032 -4.71755 0.494
C 2.55733 -0.69581 -4.13240 -1.558
H 0.86726 -1.29524 4.29300 0.217
C 1.46236 -2.24878 -1.18164 1.209
H 1.81315 -4.09287 -2.94884 0.201
H 1.48283 -4.30182 0.77120 0.358
H -3.43270 0.46309 3.85327 0.422
H 4.30960 -0.30391 -1.16815 0.207
C 4.19920 0.58441 1.89495 -1.207
H 3.29779 1.67775 -3.26502 0.706
C -2.92333 -0.67958 -2.70550 -1.619
H -2.54964 -2.93447 -4.21491 0.497
C 0.07371 -2.51062 -1.03020 -1.078
C -2.59452 3.30657 -0.80860 1.074
H 4.08229 -2.07876 -0.24098 0.043
P -0.93924 -0.52560 2.15352 1.071
H -3.04409 -2.61322 -0.55522 0.153
H -0.04287 0.25514 -2.81977 0.641
H 2.77520 1.47032 0.55568 0.076
C -2.80566 3.53967 0.55047 -0.667
H 1.97500 0.01023 3.88802 0.066
H 0.96175 0.12849 5.30728 0.576
H -0.26980 -3.36678 1.62000 -0.183
C 1.56908 -1.00808 -1.90931 1.754
H -3.52426 -0.34814 -1.86361 0.233
H 1.73458 -2.28936 1.84121 0.164
C -4.09303 3.63871 1.05123 -1.128
H -4.08448 -0.77190 2.77111 0.366
H -1.11001 -1.92816 5.01437 0.296
C 1.33357 7.14120 -0.91697 -0.466
C 4.13851 -0.60604 -2.20221 -1.997
C -1.04109 1.26400 4.42755 -1.915
C -1.96217 -2.09869 4.35637 -1.825
H -6.18839 3.56483 0.59263 0.429
H 2.59099 -1.77608 -4.27234 0.254
H -2.38704 -3.06866 4.62269 0.510
C 4.49421 -0.53833 2.65475 -0.864
H -1.07180 -4.23640 2.92729 0.589
H -1.18359 -1.82069 -4.38060 0.289
H 1.45802 4.23351 -2.64743 0.290
H -2.33024 0.16506 -3.05739 0.149
C -2.51067 0.41565 1.84459 1.849
H -0.96231 -3.37896 -3.56877 0.296
C -0.69715 -1.58055 -1.75843 1.218
H -1.77510 1.88334 3.91665 0.261
H 3.76227 -3.47726 0.76694 0.377
C 0.21956 -0.60427 -2.21878 -1.751
H -3.78390 -3.13803 -2.06420 0.502
H 2.56506 -5.36568 -0.11461 0.477
C -3.67573 0.23933 2.81929 -2.157
C -2.83095 -2.93870 -1.57219 -1.848
C 0.98357 -0.21189 4.27142 -1.316
H 4.86025 1.43896 1.86890 0.591
C 1.10342 4.98625 -1.95426 -0.712
C 3.03493 0.60856 1.15206 -0.845
H 1.58385 1.58302 -2.88065 0.208
C 2.74462 -3.92020 -2.40583 -1.595
Cr 0.41544 -0.45492 -0.10364 -0.563
H -2.71220 -1.34415 4.56983 0.292
H -0.33205 -3.37533 -0.53454 0.655
C 3.59835 -1.59021 2.64466 -1.169
H -2.16663 1.45228 1.87586 -0.756
C -2.05356 -1.89434 -2.37440 1.799
H 3.77397 -2.48948 3.21868 0.541
H -4.24800 3.83147 2.10546 0.463
C -4.97798 3.25311 -1.15005 -0.791
C -0.08288 4.77280 -1.25394 1.056
H -1.49490 5.62470 0.13431 0.435
H 3.28476 -4.86660 -2.34501 0.542
H -4.47474 0.91886 2.51382 0.435
H -0.42813 1.93011 5.03769 0.585
C -3.68817 3.16277 -1.65603 -0.741
C -5.18231 3.49066 0.20062 -0.741
H 5.40042 -0.58622 3.24356 0.495
H -2.29145 -3.88633 -1.51896 0.381
P -0.91505 3.17606 -1.49669 0.805
H -3.52257 2.97655 -2.70908 0.407
C 1.81673 -4.58077 -0.22996 -1.991
H 1.61057 -0.33236 -4.53456 0.309
```

For the energy above the lowest of the compared OMol25 structures with the same formula, charge and spin, the calculation gives 0.0 kJ/mol. As for the multiplicity: 2. The value obtained for the energy is -8262.14447 hartree. The net charge is +1. The value obtained for the HOMO-LUMO gap (alpha / beta) is 6.93 / 7.30 eV. Its HOMO energy (alpha / beta) is -10.239 / -10.262 eV.